C20H17ClN4O2S in the gas phase. Source: OMol25; level of theory: ωB97M-V/def2-TZVPD.

Calculated values
**Energy**: -54428.26852 eV
**Energy relative to the best compared isomer or geometry (same formula, charge and spin)**: 0.331 eV
**LUMO level**: 0.0211 Eh
**SMILES**: Cc1onc(-c2ccccc2Cl)c1C(=O)N1CCN=C1SCc1cccnc1
**Highest occupied orbital energy**: -8.847 eV
**HOMO-LUMO gap**: 9.42 eV

Geometry as XYZ:
```
45
C20H17ClN4O2S | OMol25 | ωB97M-V/def2-TZVPD
C -1.534 -3.901 0.959
C -0.317 -3.059 0.881
O 0.619 -3.180 1.827
N 1.637 -2.340 1.564
C 1.361 -1.691 0.456
C 2.347 -0.749 -0.066
C 3.688 -1.005 0.237
C 4.696 -0.169 -0.193
C 4.389 0.956 -0.942
C 3.072 1.237 -1.248
C 2.063 0.392 -0.814
Cl 0.446 0.841 -1.209
C 0.083 -2.110 -0.030
C -0.637 -1.794 -1.282
O -0.261 -2.169 -2.371
N -1.838 -1.141 -1.133
C -2.613 -0.802 -2.327
C -3.491 0.368 -1.844
N -3.157 0.558 -0.452
C -2.257 -0.274 -0.124
S -1.610 -0.339 1.490
C -2.083 1.340 2.061
C -1.189 2.338 1.406
C -1.653 3.182 0.404
C -0.761 4.045 -0.210
C 0.563 4.027 0.200
N 1.017 3.226 1.150
C 0.165 2.404 1.730
H -1.307 -4.820 1.494
H -2.319 -3.372 1.499
H -1.893 -4.135 -0.040
H 3.908 -1.881 0.826
H 5.723 -0.392 0.055
H 5.170 1.618 -1.284
H 2.814 2.115 -1.818
H -1.932 -0.528 -3.136
H -3.196 -1.671 -2.639
H -4.559 0.152 -1.922
H -3.290 1.298 -2.383
H -3.129 1.487 1.804
H -1.942 1.308 3.140
H -2.692 3.147 0.109
H -1.085 4.711 -0.995
H 1.301 4.677 -0.252
H 0.582 1.751 2.487
```

***

C20H17ClN8O3 in the gas phase. Source: OMol25; level of theory: ωB97M-V/def2-TZVPD.

Calculated values
**Energy**: -51599.64577 eV
**Energy relative to the best compared isomer or geometry (same formula, charge and spin)**: 0.000 eV
**LUMO level**: 0.0193 Eh
**SMILES**: CC1=C(C(=O)Nc2ccon2)[C@@H](c2nn(C)cc2Cl)N=C(Nc2nc3ccccc3o2)N1
**Highest occupied orbital energy**: -8.201 eV
**HOMO-LUMO gap**: 8.72 eV

Geometry as XYZ:
```
49
C20H17ClN8O3 | OMol25 | ωB97M-V/def2-TZVPD
C 0.400 0.173 -2.898
C 0.200 -0.177 -1.433
C 1.130 -0.756 -0.610
C 2.442 -1.167 -1.083
O 2.493 -1.859 -2.096
N 3.554 -0.762 -0.391
C 4.893 -0.945 -0.748
C 5.937 -0.561 0.125
C 7.104 -0.932 -0.470
O 6.795 -1.439 -1.693
N 5.367 -1.454 -1.854
C 0.818 -1.021 0.901
C 1.641 -0.052 1.754
N 2.726 -0.428 2.410
N 3.178 0.669 3.081
C 4.192 0.620 4.124
C 2.443 1.820 2.813
C 1.454 1.397 1.992
Cl 0.278 2.432 1.290
N -0.612 -0.867 1.271
C -1.410 -0.331 0.408
N -2.700 -0.327 0.824
C -3.812 -0.098 0.066
N -3.868 0.449 -1.095
C -5.228 0.452 -1.326
C -5.900 0.835 -2.484
C -7.296 0.815 -2.548
C -8.023 0.301 -1.434
C -7.309 -0.175 -0.310
C -5.906 -0.079 -0.267
O -5.010 -0.413 0.668
N -1.054 0.090 -0.841
H -0.055 -0.614 -3.518
H -0.074 1.130 -3.134
H 1.465 0.284 -3.114
H 3.391 -0.358 0.529
H 5.819 -0.027 1.062
H 8.099 -0.751 -0.094
H 1.155 -2.010 1.190
H 4.886 1.468 4.072
H 3.669 0.587 5.105
H 4.804 -0.270 4.046
H 2.637 2.860 3.153
H -2.843 -0.705 1.724
H -5.300 1.136 -3.323
H -7.789 1.158 -3.477
H -9.123 0.191 -1.432
H -7.825 -0.669 0.496
H -1.831 0.379 -1.430
```

***

A gas-phase ion, C20H17F3N (charge +1). Source: OMol25; level of theory: ωB97M-V/def2-TZVPD.

Calculated values
**Energy**: -30650.26108 eV
**Energy relative to the best compared isomer or geometry (same formula, charge and spin)**: 1.214 eV
**LUMO level**: -0.1108 Eh
**Net charge**: +1
**SMILES**: Fc1cccc([C@@H]([NH2+]Cc2ccccc2)c2cc(F)cc(F)c2)c1
**Highest occupied orbital energy**: -12.503 eV
**HOMO-LUMO gap**: 9.49 eV

Geometry as XYZ:
```
41
C20H17F3N | OMol25 | ωB97M-V/def2-TZVPD
F 3.756 -3.408 0.422
C 3.301 -2.731 -0.663
C 3.427 -3.303 -1.899
C 2.877 -2.607 -2.994
C 2.141 -1.392 -2.767
C 1.941 -0.870 -1.455
C 0.953 0.403 -1.278
N -0.397 -0.020 -0.761
C -1.207 -1.200 -1.451
C -2.671 -1.392 -0.936
C -3.721 -0.794 -1.648
C -5.019 -0.892 -1.170
C -5.313 -1.707 -0.068
C -4.284 -2.452 0.515
C -2.969 -2.367 0.042
C 1.609 1.582 -0.526
C 2.177 1.464 0.742
C 2.614 2.646 1.429
F 2.987 2.537 2.764
C 2.539 3.943 0.896
C 2.045 3.993 -0.432
F 1.810 5.266 -0.948
C 1.637 2.868 -1.152
C 2.567 -1.516 -0.395
H 3.968 -4.230 -2.050
H 2.873 -3.052 -3.976
H 1.790 -0.817 -3.684
H 0.574 0.686 -2.226
H -1.107 0.707 -0.532
H -0.082 -0.504 0.142
H -0.596 -2.056 -1.124
H -1.198 -1.150 -2.521
H -3.490 -0.200 -2.543
H -5.790 -0.336 -1.638
H -6.345 -1.780 0.310
H -4.505 -3.081 1.340
H -2.193 -2.980 0.456
H 2.404 0.556 1.236
H 2.828 4.853 1.474
H 1.432 2.997 -2.212
H 2.597 -1.136 0.585
```

***

A molecular structure, C20H17F5I2N7O3RbS. Source: OMol25; level of theory: ωB97M-V/def2-TZVPD.

Calculated values
**Energy**: -78869.07912 eV
**Energy relative to the best compared isomer or geometry (same formula, charge and spin)**: 0.624 eV
**LUMO level**: 0.1228 Eh
**Net charge**: -2
**Highest occupied orbital energy**: -2.556 eV
**HOMO-LUMO gap**: 5.90 eV

Geometry as XYZ:
```
56
C20H17F5I2N7O3RbS | OMol25 | ωB97M-V/def2-TZVPD
Rb 2.281 0.914 -0.777
N 6.302 -2.842 -0.918
C 5.363 -1.825 -0.576
S 5.588 -0.290 -1.355
N 4.552 -2.189 0.360
N 3.658 -1.286 0.839
C 3.298 -1.422 2.080
C 2.383 -0.581 2.830
C 2.158 -0.817 4.165
C 1.285 0.004 4.900
C 0.824 1.182 4.313
C 1.120 1.351 2.944
N 1.798 0.483 2.185
H 6.630 -2.690 -1.849
H 5.848 -3.817 -0.863
H 3.741 -2.231 2.634
H 2.423 -1.793 4.584
H 0.867 -0.271 5.860
H -0.024 1.709 4.847
H 0.740 2.210 2.411
I -0.462 5.926 1.494
C -0.910 5.041 -0.321
C -1.782 5.663 -1.239
C -2.129 5.083 -2.395
I -3.445 6.131 -3.552
C -1.593 3.835 -2.819
C -1.900 3.184 -3.978
C -1.292 1.994 -4.286
C -0.212 1.538 -3.508
N 0.088 2.126 -2.328
C -0.563 3.194 -1.976
C -0.161 3.868 -0.671
O 0.727 3.427 0.086
H -2.069 6.685 -1.041
H -2.547 3.727 -4.691
H -1.530 1.459 -5.173
H 0.299 0.676 -3.884
C -0.257 -2.691 0.619
O 0.026 -2.237 -0.733
C -0.864 -1.447 -1.385
O -0.526 -1.085 -2.450
N -1.926 -1.059 -0.614
N -2.925 -0.312 -1.160
H 0.594 -3.326 0.996
H -1.221 -3.233 0.645
H -0.380 -1.820 1.245
H -2.331 -1.760 -0.020
H -2.631 0.647 -1.266
H -3.211 -0.779 -2.112
F -4.881 -3.648 -0.069
C -3.830 -3.329 0.806
F -4.614 -2.955 1.991
C -3.260 -4.749 1.209
F -4.135 -5.718 1.566
F -2.340 -4.627 2.240
F -2.640 -5.226 0.162
```

***

A molecular structure, C20H17F6N6OS2Tc. Source: OMol25; level of theory: ωB97M-V/def2-TZVPD.

Calculated values
**2S+1**: 4
**Energy**: -72166.07374 eV
**Energy relative to the best compared isomer or geometry (same formula, charge and spin)**: 5.824 eV
**LUMO level (spin up / spin down)**: -0.1128 / -0.1293 Eh
**Net charge**: +1
**Highest occupied orbital energy (spin up / spin down)**: -9.803 / -10.923 eV
**HOMO-LUMO gap (spin up / spin down)**: 6.73 / 7.40 eV

Geometry as XYZ:
```
53
C20H17F6N6OS2Tc | OMol25 | ωB97M-V/def2-TZVPD
Tc 0.745 0.302 -0.755
C 2.601 2.172 2.129
C 1.685 1.189 1.471
N 2.120 0.204 0.571
N 3.403 0.151 -0.030
C 3.499 -0.164 -1.378
N 4.784 -0.244 -1.795
S 2.197 -0.422 -2.457
C 0.209 1.334 1.734
C -0.205 1.729 3.018
C -1.532 1.908 3.265
C -2.442 1.693 2.229
C -1.996 1.304 0.996
N -0.663 1.120 0.718
H 3.231 2.668 1.382
H 3.260 1.675 2.850
H 2.044 2.943 2.650
H 4.138 0.748 0.329
H 5.486 -0.559 -1.140
H 4.914 -0.576 -2.738
H 0.522 1.873 3.805
H -1.877 2.207 4.246
H -3.502 1.823 2.389
H -2.707 1.135 0.210
F -2.271 -0.001 -6.156
C -1.662 -0.476 -5.053
F -0.668 -1.266 -5.482
F -2.565 -1.238 -4.421
C -1.167 0.660 -4.193
C -1.379 1.977 -4.604
C -0.933 3.030 -3.840
C -0.266 2.749 -2.653
N -0.058 1.519 -2.239
C -0.506 0.434 -3.001
S -0.171 -1.248 -2.381
H -1.896 2.173 -5.533
H -1.090 4.053 -4.148
H 0.112 3.534 -2.009
O -1.250 0.273 -0.765
F -2.541 -5.284 2.931
C -1.759 -4.401 3.560
F -0.772 -5.084 4.160
F -2.490 -3.824 4.527
C -1.200 -3.364 2.619
C -0.367 -2.371 3.103
C 0.132 -1.435 2.224
N -0.132 -1.400 0.907
C -0.933 -2.377 0.472
C -1.487 -3.366 1.272
H -0.100 -2.322 4.150
H 0.794 -0.676 2.602
H -1.161 -2.367 -0.581
H -2.130 -4.114 0.831
```

***

A molecular structure, C20H17I2IrN10O5S. Source: OMol25; level of theory: ωB97M-V/def2-TZVPD.

Calculated values
**2S+1**: 6
**Energy**: -76016.76640 eV
**Energy relative to the best compared isomer or geometry (same formula, charge and spin)**: 3.039 eV
**LUMO level (spin up / spin down)**: -0.1282 / -0.2116 Eh
**Net charge**: +1
**Highest occupied orbital energy (spin up / spin down)**: -10.537 / -11.334 eV
**HOMO-LUMO gap (spin up / spin down)**: 7.05 / 5.58 eV

Geometry as XYZ:
```
56
C20H17I2IrN10O5S | OMol25 | ωB97M-V/def2-TZVPD
Ir -0.053 -0.087 -0.155
I -5.722 3.661 2.246
C -4.169 2.335 2.479
C -4.419 1.059 3.002
C -3.394 0.159 3.120
I -3.749 -1.770 3.746
C -2.031 0.505 2.741
O -1.108 -0.324 2.830
C -1.820 1.843 2.200
C -0.453 2.312 1.775
N 0.479 1.226 1.404
C 1.831 1.758 1.095
C 2.673 0.682 0.462
C 4.062 0.839 0.292
C 4.847 0.085 -0.523
C 3.572 -2.082 -0.823
C 2.449 -1.685 0.096
N 1.957 -0.480 0.267
C -2.872 2.705 2.077
H -5.424 0.789 3.298
H -0.001 2.899 2.582
H -0.545 2.962 0.903
H 0.513 0.582 2.199
H 2.305 2.119 2.013
H 1.704 2.603 0.418
H 4.522 1.649 0.848
H 5.916 0.243 -0.535
H 4.272 -2.788 -0.385
H 1.805 -2.504 0.405
H -2.717 3.691 1.653
O 1.611 -4.906 -2.357
C 2.403 -4.222 -1.545
O 3.001 -4.755 -0.641
C 2.609 -2.766 -1.778
C 4.259 -0.900 -1.496
N 3.261 -0.195 -2.325
N 2.059 -0.593 -2.625
C 1.732 -1.861 -2.372
C 0.258 -2.148 -2.413
O -0.232 -3.044 -3.052
O -0.473 -1.397 -1.589
H 1.049 -4.330 -2.916
H 5.038 -1.293 -2.152
H 3.444 0.769 -2.565
N -5.231 -0.859 -0.011
N -4.074 -0.183 -0.318
N -4.060 0.839 -1.145
C -2.765 1.109 -1.213
N -2.070 0.266 -0.444
N -2.926 -0.568 0.121
H -6.005 -0.211 -0.099
H -5.140 -1.255 0.920
H -2.343 1.887 -1.827
S -0.359 2.170 -3.991
C 0.094 1.851 -2.507
N 0.432 1.607 -1.389
```